[1]
Density functional theory data (wB97M-V/def2-TZVPD) for a cluster of 6 separate species, C30H76N4O10 in total in a non-equilibrium geometry.

**E_HOMO (spin up / spin down)**: -9.72 / -9.72 eV

```
! wB97M-V def2-TZVPD RIJCOSX def2/J DEFGRID3
* xyz 1 2
C -8.52327 -14.17128 19.32998
C -7.96351 -14.96016 18.17866
C -8.75879 -14.50141 16.99161
O -6.57688 -14.77867 18.03721
H -8.04844 -14.64762 20.18773
H -9.61115 -14.10567 19.34755
H -7.98280 -13.23541 19.18805
H -8.25515 -15.99776 18.34125
H -9.83634 -14.58777 17.13137
H -8.64029 -15.07536 16.07257
H -8.54195 -13.45283 16.78780
H -6.15425 -15.28131 17.33697
C -12.14054 -14.82174 14.58766
C -13.24446 -15.75137 14.19495
C -12.79087 -16.95099 13.41277
O -13.92633 -16.10626 15.39360
H -11.57895 -14.33060 13.79299
H -11.43853 -15.49305 15.08226
H -12.49972 -14.01713 15.22929
H -13.96960 -15.15634 13.63978
H -12.06345 -17.54360 13.96754
H -12.22390 -16.58624 12.55626
H -13.46635 -17.65062 12.92047
H -13.98155 -15.34067 15.97016
C -7.10438 -20.66531 19.21115
O -7.16048 -20.59285 20.63073
C -8.37011 -21.21674 21.09522
C -8.57480 -20.96466 22.59847
N -8.76242 -19.59268 23.07401
C -9.97325 -18.88737 22.59013
C -9.83946 -17.31271 22.69169
O -10.88188 -16.49576 22.11682
C -12.08902 -16.40572 22.74101
H -7.93602 -20.19932 18.68262
H -7.22587 -21.71328 18.93710
H -6.12409 -20.35566 18.84889
H -8.16321 -22.28397 21.01562
H -9.27382 -21.11916 20.49367
H -7.69320 -21.43620 23.03266
H -9.34080 -21.60112 23.04150
H -7.86646 -19.12906 23.02485
H -10.81412 -19.31781 23.13398
H -10.36325 -19.23780 21.63451
H -9.06029 -17.04650 21.97746
H -9.54956 -16.95324 23.67903
H -12.80068 -15.85868 22.12264
H -12.06394 -15.95046 23.73107
H -12.51839 -17.40747 22.72525
C -14.76951 -10.03339 14.47876
O -15.83302 -9.96106 15.38086
C -15.52640 -9.19348 16.56387
C -16.55279 -9.61057 17.59864
N -16.05878 -9.40420 18.97830
C -16.27140 -7.98323 19.20409
C -15.98887 -7.72601 20.74723
O -16.97973 -8.25763 21.57370
C -16.59131 -8.60582 22.86607
H -13.75930 -9.87737 14.85720
H -14.80734 -9.30795 13.66611
H -14.73205 -11.02465 14.02699
H -15.59163 -8.11854 16.39550
H -14.50318 -9.46219 16.82641
H -16.79050 -10.67417 17.61752
H -17.54337 -9.18913 17.42763
H -16.42248 -9.88539 19.78841
H -17.22176 -7.53156 18.91965
H -15.48412 -7.42437 18.69817
H -16.00400 -6.66343 20.98970
H -15.06744 -8.18378 21.10711
H -15.98622 -9.51244 22.86701
H -17.32897 -8.65412 23.66708
H -15.99254 -7.80337 23.29694
C -24.75468 -15.07475 23.37163
O -23.69131 -15.74268 22.60748
C -22.40348 -15.01753 22.55826
C -21.18780 -16.01492 22.66698
N -19.94967 -15.56150 22.07785
C -19.97265 -15.29551 20.65855
C -18.61430 -14.67152 20.31433
O -17.45571 -15.56096 20.58308
C -17.16503 -16.55785 19.68021
H -24.48597 -15.00056 24.42538
H -25.73435 -15.55058 23.32775
H -24.90061 -14.01901 23.14310
H -22.29901 -14.08907 23.11963
H -22.36831 -14.75554 21.50080
H -21.43656 -16.93196 22.13287
H -20.98232 -16.23538 23.71448
H -19.04478 -15.78835 22.46492
H -20.53966 -14.37136 20.54653
H -20.39784 -16.06226 20.01093
H -18.45173 -13.83312 20.99164
H -18.62151 -14.32913 19.27953
H -16.47326 -17.21592 20.20604
H -16.79581 -16.21868 18.71235
H -18.06595 -17.16504 19.59217
C -11.73711 -18.79346 17.12625
O -10.97340 -19.01678 18.29264
C -11.14433 -18.10608 19.26126
C -11.26145 -16.57046 18.81478
N -12.60610 -16.10674 18.63973
C -12.57303 -14.60819 18.69777
C -14.01312 -14.10588 18.32365
O -14.18086 -13.90781 16.93958
C -15.47331 -13.30522 16.54947
H -11.53304 -19.51357 16.33385
H -11.54846 -17.85610 16.60291
H -12.81050 -18.92529 17.26247
H -10.20372 -18.17476 19.80774
H -11.97563 -18.47821 19.86006
H -10.75750 -16.37507 17.86822
H -10.74254 -16.06578 19.62972
H -13.06799 -16.35827 17.77747
H -11.96054 -14.07020 17.97422
H -12.23340 -14.32354 19.69363
H -14.23091 -13.15380 18.80760
H -14.73763 -14.76738 18.79864
H -15.43464 -12.23373 16.74574
H -16.20142 -13.75525 17.22432
H -15.83711 -13.32314 15.52213
*
```

These are the Löwdin partial charges, in e, on atoms 1 to 6: -0.050, -0.536, -0.079, -0.016, 0.085, 0.067

---

[2]
Density functional theory data (wB97M-V/def2-TZVPD) for a structure of composition C13H6ClN5O4RhSe2 in a non-equilibrium geometry.

**E_HOMO (spin up / spin down)**: -11.24 / -11.90 eV

```
! wB97M-V def2-TZVPD RIJCOSX def2/J DEFGRID3
* xyz 1 5
Rh -8.97445 -1.76727 9.57622
O -8.29307 -0.90252 11.58086
Cl -8.41017 -2.22210 12.30900
O -9.12951 -2.03920 13.51933
O -9.19542 -3.05661 11.28321
O -7.06476 -2.91101 12.47287
Se -6.39428 -8.02924 6.45267
N -5.48381 -6.49909 6.89468
C -6.38046 -5.71916 7.55980
C -6.10802 -4.41135 8.04343
C -4.79896 -3.85898 8.25709
C -4.75803 -2.63277 8.94017
C -5.90580 -1.97602 9.37017
N -7.13191 -2.44974 9.02334
C -7.27654 -3.60659 8.41047
C -8.66061 -4.03217 8.08862
N -9.61510 -3.09660 8.34023
C -10.91651 -3.42073 8.19625
C -11.27965 -4.74333 7.98901
C -10.33538 -5.69545 7.62821
C -8.93890 -5.38875 7.76064
C -7.80733 -6.25228 7.60000
N -7.93445 -7.50188 7.15997
H -3.89929 -4.31825 7.89259
H -3.74938 -2.28695 9.08916
H -5.84831 -1.19103 10.07915
H -11.65042 -2.57529 8.23860
H -12.31045 -5.03083 7.96012
H -10.70203 -6.65267 7.31758
Se -10.31152 1.88525 6.58614
C -9.63389 0.39339 7.40592
N -9.23311 -0.45906 8.12181
*
```

These are the Löwdin partial charges, in e, on atoms 1 to 6: 1.173, -0.441, 0.798, -0.247, -0.461, -0.315

---

[3]
Density functional theory data (wB97M-V/def2-TZVPD) for a structure of composition C26H58P4SSn in a non-equilibrium geometry.

**E_HOMO (spin up / spin down)**: -19.44 / -19.36 eV

```
! wB97M-V def2-TZVPD RIJCOSX def2/J DEFGRID3
* xyz 4 1
Sn 0.12183 0.45713 -1.67892
P -1.61640 2.33530 -1.06510
P -1.57634 -1.75619 0.55585
P 2.15717 2.26837 -1.93317
H -0.95655 -4.87613 -2.41704
C -0.04230 -4.41315 -2.81120
C 1.11708 -4.42385 -2.13385
H 1.22435 -4.89804 -1.14938
C -3.00414 2.37362 -2.24065
C -2.38712 2.14313 0.57128
C -0.96486 4.03222 -1.07969
C -0.98928 -3.44972 0.50247
C -2.42501 -1.47733 2.11353
C -2.72293 -1.50361 -0.80327
C 3.55134 1.23046 -2.50627
C 2.84134 3.10239 -0.46050
C 2.12942 3.62144 -3.16899
H -0.11298 -3.96835 -3.81227
H 2.02873 -3.99284 -2.56566
H -3.56150 3.30983 -2.08076
H -3.67401 1.52080 -2.06432
H -2.63739 2.33927 -3.27679
H -2.84310 3.10308 0.85789
H -1.63450 1.87353 1.32749
H -3.17052 1.37188 0.55277
H -1.81088 4.70750 -0.87888
H -0.53037 4.28359 -2.05668
H -0.20230 4.17541 -0.30070
H -1.85802 -4.11754 0.59495
H -0.31716 -3.63537 1.35133
H -0.46214 -3.68289 -0.43260
H -3.26667 -2.18128 2.18972
H -2.81476 -0.45150 2.16109
H -1.74924 -1.64007 2.96517
H -3.47737 -2.30471 -0.78013
H -2.19903 -1.54099 -1.76997
H -3.23915 -0.53686 -0.71848
H 3.96155 1.66427 -3.42747
H 3.22188 0.20376 -2.71710
H 4.33343 1.20596 -1.73347
H 3.35753 4.02173 -0.77380
H 3.55833 2.44644 0.05254
H 2.04459 3.37566 0.24545
H 2.91352 3.43831 -3.91464
H 2.33036 4.58049 -2.66844
H 1.16287 3.67442 -3.68364
C 0.59650 -0.15936 -5.12861
C 0.37006 -0.07547 -6.52164
C 0.84067 -1.07085 -7.37358
C 1.55045 -2.16324 -6.85477
C 1.78562 -2.24954 -5.47633
C 1.31121 -1.25775 -4.61733
S 0.00179 1.13275 -4.12954
H -0.45968 -0.82997 0.44810
H -0.16912 0.79065 -6.90110
H 0.65760 -0.99393 -8.44565
H 1.92174 -2.94596 -7.51884
H 2.33327 -3.09782 -5.05970
H 1.47607 -1.32997 -3.53622
C 0.86965 3.13954 2.97413
C 2.06421 2.17108 2.92900
C 2.79590 2.15661 4.27117
P 1.50194 0.53228 2.22244
C 3.01165 -0.27904 1.46250
C 4.32076 -0.06997 2.22658
C 2.75666 -1.76080 1.15115
C 0.96950 -0.51471 3.67618
C 2.07670 -1.05917 4.57830
C -0.12734 0.18306 4.49721
H 0.15432 2.86110 3.76098
H 0.33184 3.18108 2.01614
H 1.23903 4.15074 3.19875
H 2.77558 2.54335 2.17094
H 2.14071 1.87940 5.10623
H 3.68428 1.51549 4.27115
H 3.14548 3.18140 4.46826
H 3.09595 0.25779 0.49726
H 4.29220 -0.51983 3.22789
H 5.12968 -0.56585 1.67090
H 4.59164 0.98948 2.31619
H 1.90469 -1.89940 0.47160
H 3.64442 -2.17861 0.65639
H 2.57590 -2.34952 2.06068
H 0.50328 -1.38000 3.16826
H 2.65659 -0.26009 5.05584
H 1.60456 -1.63938 5.38506
H 2.76132 -1.73667 4.05799
H -0.93696 0.57444 3.86669
H -0.57476 -0.54943 5.18522
H 0.26704 1.00430 5.10998
*
```

These are the Löwdin partial charges, in e, on atoms 1 to 6: 0.667, 0.657, 0.828, 0.685, 0.067, -0.065

---

[4]
Density functional theory data (wB97M-V/def2-TZVPD) for the molecule C2H7N3OS in a non-equilibrium geometry.

**E_HOMO**: -8.96 eV
**Structure (SMILES)**: [H]/N=C(/NO)N(C)S

```
! wB97M-V def2-TZVPD RIJCOSX def2/J DEFGRID3
* xyz 0 1
H -1.63755 -1.39219 -0.58229
N -0.66383 -1.66753 -0.66978
C 0.12584 -0.76836 -0.28173
N 1.50614 -1.05019 -0.47781
O 2.40753 -0.79557 0.55646
N -0.15303 0.49598 0.26210
C -1.55378 0.73530 0.68666
S 0.90206 1.79656 -0.09264
H 1.63425 -2.00961 -0.80686
H 2.82784 0.02569 0.22170
H -2.15245 1.00715 -0.18916
H -1.89379 -0.20689 1.09082
H -1.61833 1.52518 1.42102
H 0.26910 2.30448 -1.13847
*
```

These are the Löwdin partial charges, in e, on atoms 1 to 6: 0.035, 0.138, -0.544, -0.077, -0.080, -0.486

---

[5]
Density functional theory data (wB97M-V/def2-TZVPD) for the molecule C2H4N2O in a non-equilibrium geometry.

**E_HOMO**: -10.29 eV
**Structure (SMILES)**: NCN=C=O

```
! wB97M-V def2-TZVPD RIJCOSX def2/J DEFGRID3
* xyz 0 1
N 0.77105 0.56555 0.00088
C -0.39922 -0.31134 0.00693
N -1.78010 0.23705 0.03254
C -2.95335 -0.02018 0.01005
O -4.11109 0.02406 -0.00170
H 0.80883 1.14858 -0.82282
H 0.84432 1.12124 0.84029
H -0.32357 -0.95834 0.88989
H -0.34517 -0.93732 -0.89182
*
```

These are the Löwdin partial charges, in e, on atoms 1 to 6: 0.010, -0.272, 0.123, -0.364, 0.145, 0.065

---

[6]
Density functional theory data (wB97M-V/def2-TZVPD) for a structure of composition C24H31As2CoF6N7O4PS2.

**E_HOMO (spin up / spin down)**: -11.48 / -11.49 eV

```
! wB97M-V def2-TZVPD RIJCOSX def2/J DEFGRID3
* xyz 1 2
Co 0.33662 -0.63473 0.24566
C -0.98719 1.30658 -4.64897
N -0.26859 1.20552 -3.38673
C 0.57563 2.14779 -2.87895
C 0.95347 1.70167 -1.64868
N 0.35197 0.50270 -1.40093
C -0.38456 0.22273 -2.46863
P -1.48561 -1.20643 -2.63832
C -0.27769 -2.47891 -2.15145
N 0.54479 -2.39494 -1.11875
C 1.33326 -3.50842 -1.16790
C 0.97966 -4.27412 -2.24114
N -0.04125 -3.61198 -2.86135
C -0.76054 -4.07839 -4.03996
C -2.29236 -0.98402 -1.03190
N -1.65233 -0.79930 0.11475
C -2.60519 -0.49798 1.04786
C -3.82928 -0.50213 0.45020
N -3.61954 -0.81358 -0.86087
C -4.63762 -0.81116 -1.90104
H -0.67273 2.21862 -5.14741
H -2.05866 1.35768 -4.46563
H -0.76103 0.45643 -5.28905
H 0.79682 3.06120 -3.40139
H 1.54929 2.21249 -0.91777
H 2.10739 -3.69624 -0.44484
H 1.35814 -5.21125 -2.61029
H -0.19696 -4.89192 -4.48741
H -0.85490 -3.27450 -4.76577
H -1.75102 -4.43856 -3.76802
H -2.36919 -0.25688 2.06827
H -4.80934 -0.28805 0.83829
H -5.61321 -0.78280 -1.42479
H -4.56498 -1.71173 -2.50621
H -4.52507 0.07034 -2.53025
F -3.74732 4.54305 -1.46718
C -3.53923 4.12233 -0.21798
F -3.37809 5.17169 0.57313
F -4.60385 3.42822 0.18008
S -2.03620 3.06034 -0.22515
O -0.95346 3.90014 -0.64277
O -2.39536 1.94628 -1.06910
N -2.04170 2.69358 1.31448
S -0.88661 2.13999 2.18908
O 0.10120 1.31309 1.50450
O -1.41638 1.59977 3.40693
C 0.11600 3.58959 2.73271
F -0.64831 4.46433 3.36651
F 1.07120 3.15582 3.55872
F 0.69722 4.18193 1.69180
C 3.31567 1.57567 0.74724
As 2.64467 -0.24687 0.70682
C 4.02310 -1.13290 -0.33168
C 3.03593 -0.84079 2.51008
C 4.26951 -0.60458 3.11152
C 4.50154 -1.02588 4.40997
C 3.50304 -1.68783 5.11467
C 2.27846 -1.93569 4.51720
C 2.04112 -1.51488 3.21129
As 0.38296 -1.88300 2.28022
C 0.45198 -3.82104 2.14974
C -0.94936 -1.69538 3.67302
H 2.52851 2.24166 1.09436
H 3.65321 1.86999 -0.24474
H 4.15651 1.62845 1.43539
H 5.01046 -0.82719 0.01064
H 3.90189 -0.86340 -1.38031
H 3.92596 -2.21122 -0.22788
H 5.05438 -0.08735 2.57240
H 5.45841 -0.83529 4.87727
H 3.68222 -2.01082 6.13148
H 1.51152 -2.45609 5.07722
H 0.39390 -4.24523 3.15110
H 1.38438 -4.13341 1.68696
H -0.38451 -4.17866 1.55101
H -0.65358 -2.30426 4.52521
H -1.90516 -2.05808 3.29943
H -1.03846 -0.65133 3.96968
*
```

These are the Löwdin partial charges, in e, on atoms 1 to 6: 0.061, -0.008, -0.105, -0.024, -0.110, -0.001

---

| no. | calculated total energy (eV) |
| --- | --- |
| 1 | -58759.32022 |
| 2 | -175423.48450 |
| 3 | -81685.07991 |
| 4 | -19538.21453 |
| 5 | -7166.21583 |
| 6 | -250576.55757 |